No. 1
C28H46BrN3P2SZn as an isolated structure in a non-equilibrium geometry. Source: OMol25; level of theory: the ωB97M-V functional and the def2-TZVPD basis.

```
82
Properties=species:S:1:pos:R:3:lowdin_charge:R:1
N -7.004 5.326 -5.375 0.0729
C -6.790 5.901 -4.192 -0.1079
C -5.966 5.300 -3.230 -0.0013
C -5.317 4.088 -3.542 -0.2125
C -5.571 3.502 -4.799 -0.0034
C -6.446 4.156 -5.680 -0.1106
C -4.362 3.519 -2.599 0.0096
Zn -0.203 -0.191 1.189 0.3094
P 5.400 -0.788 0.232 0.9367
C -3.403 2.624 -2.951 -0.0312
C -2.424 2.174 -2.012 -0.1786
C -1.213 1.604 -2.469 0.0153
C -0.267 1.188 -1.543 -0.1056
C -0.533 1.387 -0.179 -0.5560
C -1.676 2.043 0.292 -0.1251
C -2.665 2.372 -0.624 0.0129
Br 1.281 1.942 1.009 0.6965
H -4.395 3.978 -1.607 0.1174
H -3.304 2.292 -3.991 0.1235
H -5.798 5.774 -2.267 0.1132
H -5.107 2.569 -5.108 0.1061
H -7.258 6.865 -3.967 0.1198
H -6.681 3.725 -6.662 0.1204
H -1.041 1.527 -3.548 0.1408
H -3.630 2.796 -0.297 0.1302
H 0.669 0.737 -1.858 0.1187
H -1.808 2.249 1.357 0.1015
P -0.676 -2.200 0.177 0.8904
C 5.197 1.029 0.356 -0.4571
C 6.428 1.805 -0.156 -0.1647
H 5.058 1.244 1.427 0.0707
H 4.282 1.313 -0.184 0.0391
H 6.358 2.863 0.121 0.0689
H 7.363 1.421 0.270 0.0686
H 6.530 1.769 -1.247 0.0686
C 4.759 -1.320 -1.402 -0.4388
C 5.619 -2.411 -2.058 -0.1676
H 4.758 -0.417 -2.031 0.0751
H 3.726 -1.670 -1.258 0.0413
H 5.355 -2.522 -3.114 0.0677
H 6.687 -2.180 -2.012 0.0672
H 5.479 -3.390 -1.589 0.0672
C 4.386 -1.622 1.495 -0.4589
C 5.207 -2.044 2.730 -0.1727
H 3.996 -2.535 1.009 0.0709
H 3.553 -0.952 1.768 0.0458
H 4.655 -2.783 3.319 0.0624
H 6.162 -2.501 2.450 0.0671
H 5.435 -1.201 3.390 0.0652
C -0.568 -3.506 1.463 -0.3804
C -1.650 -4.578 1.393 -0.1215
H -0.587 -2.994 2.438 0.0501
H 0.430 -3.958 1.363 0.0906
H -2.619 -4.192 1.728 0.0728
H -1.764 -4.979 0.380 0.0820
H -1.381 -5.415 2.048 0.0901
C 0.562 -2.600 -1.106 -0.3835
C 0.196 -2.522 -2.590 -0.1214
H 0.933 -3.603 -0.850 0.0928
H 1.374 -1.883 -0.897 0.0500
H -0.588 -3.236 -2.878 0.0825
H -0.117 -1.512 -2.887 0.0591
H 1.095 -2.779 -3.170 0.0904
C -2.311 -2.232 -0.636 -0.3680
C -3.504 -1.930 0.278 -0.1318
H -2.433 -3.198 -1.155 0.1002
H -2.256 -1.458 -1.422 0.0803
H -4.134 -1.169 -0.203 0.0811
H -4.139 -2.812 0.437 0.0860
H -3.210 -1.547 1.266 0.0174
S -1.610 -0.252 3.085 0.7216
C -0.508 -0.133 4.387 -0.7519
N 0.670 0.528 4.437 0.0349
C 1.155 0.673 5.809 -0.1055
C 0.118 -0.102 6.633 -0.1034
N -0.784 -0.623 5.609 0.0386
H 1.055 1.040 3.641 0.0703
H 1.178 1.729 6.105 0.1330
H 2.161 0.253 5.912 0.1301
H -0.437 0.541 7.329 0.1357
H 0.577 -0.923 7.192 0.1309
H -1.711 -0.982 5.822 0.1577
```

The net charge is +2. As for the HOMO-LUMO gap: 3.95 eV. Its HOMO energy is -0.4239 Ha. The relative energy (zero: lowest compared OMol25 entry of this formula, charge and spin) is 0.0 kJ/mol.

No. 2
C28H46BrN3P2Sn as an isolated structure in a non-equilibrium geometry. Source: OMol25; level of theory: the ωB97M-V functional and the def2-TZVPD basis.

```
81
Properties=species:S:1:pos:R:3:lowdin_charge:R:1
N -2.965 0.710 4.989 0.1436
C -3.287 -0.334 4.203 -0.0798
C -2.428 -0.900 3.257 -0.0213
C -1.133 -0.360 3.059 -0.2280
C -0.788 0.713 3.915 -0.0056
C -1.721 1.199 4.836 -0.0821
C -0.207 -0.951 2.085 -0.1891
Sn -0.236 -0.077 0.027 1.1105
P 1.181 -0.680 -1.818 0.9291
C 1.084 -0.429 1.809 -0.1929
C 2.256 -1.259 1.494 -0.2568
C 3.557 -0.721 1.633 -0.0010
C 4.701 -1.460 1.310 -0.0631
C 4.556 -2.773 0.842 -0.6241
C 3.283 -3.359 0.740 -0.0759
C 2.154 -2.608 1.070 -0.0347
Br 6.099 -3.778 0.331 0.9101
H -0.373 -2.023 1.917 0.1435
H 1.341 0.539 2.254 0.1243
H -2.758 -1.763 2.669 0.1084
H 0.213 1.153 3.879 0.1212
H -4.296 -0.750 4.341 0.1360
H -1.446 2.033 5.498 0.1452
H 3.672 0.307 1.991 0.1369
H 1.166 -3.070 0.981 0.1160
H 5.697 -1.017 1.408 0.1371
H 3.182 -4.394 0.399 0.1344
P -0.488 2.353 0.023 0.9179
C 1.002 -2.506 -2.231 -0.3471
C 2.139 -3.252 -2.941 -0.0865
H 0.057 -2.591 -2.800 0.1015
H 0.805 -2.982 -1.256 0.0559
H 1.882 -4.323 -3.045 0.1157
H 2.337 -2.857 -3.951 0.0797
H 3.075 -3.195 -2.360 0.0772
C 3.028 -0.430 -1.649 -0.3348
C 3.907 -0.258 -2.893 -0.0756
H 3.387 -1.279 -1.043 0.0587
H 3.132 0.456 -1.000 0.0664
H 4.954 -0.084 -2.583 0.1161
H 3.898 -1.149 -3.540 0.0792
H 3.596 0.610 -3.501 0.0900
C 0.774 0.194 -3.429 -0.3580
C 1.039 -0.492 -4.775 -0.0856
H 1.303 1.164 -3.370 0.0881
H -0.295 0.444 -3.351 0.0522
H 0.698 0.155 -5.604 0.1164
H 2.107 -0.708 -4.936 0.0762
H 0.486 -1.444 -4.854 0.0901
C -1.681 3.239 -1.126 -0.3338
C -1.555 2.866 -2.604 -0.1229
H -1.550 4.329 -0.982 0.1287
H -2.697 2.993 -0.770 0.0905
H -2.313 3.393 -3.210 0.1135
H -0.562 3.124 -3.011 0.0814
H -1.699 1.782 -2.740 0.0534
C 1.090 3.250 -0.443 -0.3371
C 2.273 2.887 0.460 -0.1231
H 0.906 4.342 -0.441 0.1278
H 1.314 2.955 -1.485 0.0810
H 3.205 3.365 0.108 0.1148
H 2.103 3.211 1.502 0.0929
H 2.423 1.794 0.467 0.0199
C -0.930 3.275 1.594 -0.3294
C -2.371 3.025 2.055 -0.1217
H -0.745 4.357 1.441 0.1282
H -0.225 2.930 2.370 0.0697
H -2.543 3.449 3.059 0.1062
H -3.102 3.487 1.368 0.0869
H -2.584 1.945 2.111 0.0525
C -5.007 -2.948 0.353 -0.0144
N -4.704 -1.546 0.540 -0.1565
C -5.722 -0.578 0.886 -0.0127
C -3.316 -1.089 0.381 0.0587
N -2.125 -0.698 0.244 0.0013
H -6.087 -3.158 0.505 0.1313
H -4.426 -3.554 1.080 0.1114
H -4.731 -3.254 -0.678 0.1174
H -5.468 -0.101 1.856 0.1001
H -5.775 0.204 0.100 0.1163
H -6.723 -1.050 0.979 0.1318
```

The net charge is +4. As for the HOMO-LUMO gap (alpha / beta): 5.37 / 5.37 eV. Its HOMO energy (alpha / beta) is -0.7067 / -0.7067 Ha.

No. 3
C28H46F18NNbO13P as an isolated structure in a non-equilibrium geometry. Source: OMol25; level of theory: the ωB97M-V functional and the def2-TZVPD basis.

```
108
Properties=species:S:1:pos:R:3:lowdin_charge:R:1
C -1.296 2.520 -2.537 -0.1116
C -1.609 1.323 -3.412 -0.5525
C -3.049 1.378 -3.939 -0.0844
C -1.349 -0.001 -2.669 -0.4050
Nb 0.082 -1.283 -3.916 0.7860
P -1.815 -2.867 -4.593 0.5417
N -2.130 -2.661 -6.299 -0.2807
O -3.322 -2.502 -3.964 -0.4301
H -0.350 2.388 -2.030 0.0562
H -2.068 2.675 -1.796 0.0698
H -1.201 3.398 -3.167 0.0664
H -0.949 1.403 -4.262 0.0467
H -3.035 1.257 -5.013 0.0625
H -3.642 0.563 -3.559 0.0505
H -3.560 2.293 -3.669 0.0599
H -2.255 -0.538 -2.416 -0.0067
H -0.839 0.191 -1.731 0.0007
H 0.493 -2.295 -2.412 -0.1706
H 1.431 -2.214 -4.775 -0.2033
H -0.250 -0.427 -5.527 -0.1460
H 1.259 0.043 -3.465 -0.1133
H -2.459 -1.709 -6.397 -0.0090
H -1.223 -2.708 -6.746 -0.0141
H -3.291 -2.557 -3.001 0.0157
C 7.238 -0.257 -6.485 -0.0636
C 6.688 -1.248 -5.481 -0.2046
O 6.132 -0.578 -4.339 0.0228
C 4.894 -0.107 -4.500 -0.3960
O 4.233 -0.182 -5.484 0.1715
C 4.418 0.534 -3.189 -0.5427
F 5.367 1.341 -2.659 0.1391
F 4.126 -0.407 -2.278 0.1402
F 3.329 1.260 -3.363 0.1313
H 7.962 0.405 -6.009 0.0802
H 7.726 -0.782 -7.306 0.0790
H 6.443 0.363 -6.896 0.0773
H 7.486 -1.875 -5.089 0.1217
H 5.941 -1.900 -5.929 0.1276
C -3.049 -6.746 -3.355 -0.0633
C -3.897 -7.071 -4.564 -0.1888
O -3.106 -7.656 -5.621 0.0407
C -2.852 -8.945 -5.513 -0.4132
O -3.205 -9.680 -4.639 0.1626
C -2.041 -9.410 -6.733 -0.5396
F -1.044 -8.564 -7.012 0.1703
F -2.843 -9.487 -7.811 0.1582
F -1.519 -10.619 -6.516 0.1622
H -2.217 -6.101 -3.641 0.0592
H -3.646 -6.234 -2.602 0.0822
H -2.632 -7.649 -2.910 0.0752
H -4.317 -6.161 -4.985 0.1264
H -4.723 -7.736 -4.313 0.1216
C 3.221 -1.654 0.095 -0.0739
C 2.690 -2.660 1.090 -0.1843
O 2.148 -2.010 2.264 0.0290
C 0.912 -1.546 2.161 -0.4131
O 0.189 -1.615 1.218 0.1805
C 0.498 -0.914 3.498 -0.5304
F 1.458 -0.123 3.998 0.1603
F 0.240 -1.870 4.411 0.1531
F -0.608 -0.178 3.351 0.1539
H 3.949 -0.995 0.573 0.0842
H 3.697 -2.164 -0.736 0.0766
H 2.419 -1.033 -0.301 0.0736
H 3.495 -3.290 1.462 0.1209
H 1.939 -3.308 0.642 0.1258
C 2.636 4.874 -2.199 -0.0511
C 4.093 4.595 -2.498 -0.1830
O 4.576 5.438 -3.568 0.0431
C 4.925 6.665 -3.234 -0.4133
O 4.889 7.155 -2.145 0.1669
C 5.448 7.403 -4.476 -0.5392
F 4.650 7.208 -5.535 0.1652
F 6.678 6.958 -4.790 0.1593
F 5.526 8.715 -4.246 0.1643
H 2.036 4.770 -3.102 0.0869
H 2.266 4.177 -1.449 0.0846
H 2.499 5.889 -1.827 0.0757
H 4.210 3.573 -2.841 0.0979
H 4.718 4.718 -1.614 0.1277
C -2.723 0.084 5.783 -0.0519
C -3.248 1.349 5.143 -0.1782
O -4.670 1.497 5.360 0.0471
C -5.034 1.989 6.526 -0.3990
O -4.314 2.325 7.422 0.1499
C -6.564 2.117 6.578 -0.5386
F -7.161 1.012 6.113 0.1681
F -6.960 3.158 5.830 0.1666
F -6.973 2.320 7.832 0.1652
H -3.280 -0.783 5.427 0.0912
H -1.673 -0.049 5.542 0.0619
H -2.826 0.117 6.868 0.0767
H -3.123 1.309 4.064 0.1272
H -2.725 2.232 5.504 0.1278
C -2.503 3.075 9.851 -0.0605
C -3.255 2.943 11.156 -0.1844
O -2.430 2.361 12.189 0.0350
C -1.604 3.186 12.809 -0.4110
O -1.471 4.356 12.609 0.1709
C -0.835 2.418 13.896 -0.5403
F -0.378 1.246 13.434 0.1640
F -1.645 2.172 14.940 0.1604
F 0.203 3.132 14.330 0.1688
H -2.096 2.111 9.547 0.0855
H -3.164 3.437 9.074 0.0575
H -1.668 3.769 9.949 0.0807
H -4.094 2.262 11.040 0.1262
H -3.649 3.900 11.493 0.1255
```

The net charge is -1. As for the HOMO-LUMO gap: 5.76 eV. Its HOMO energy is -0.1469 Ha.

No. 4
A 5-piece molecular cluster, C28H46N2O8 overall in a non-equilibrium geometry. Source: OMol25; level of theory: the ωB97M-V functional and the def2-TZVPD basis.

```
84
Properties=species:S:1:pos:R:3:lowdin_charge:R:1
C -4.121 -2.128 -1.095 -0.1154
O -3.324 -2.356 -2.325 -0.2689
C -2.828 -1.010 -2.701 -0.2315
C -1.450 -1.115 -3.580 -0.1570
C -0.303 -2.113 -2.971 -0.1547
C -0.262 -2.226 -1.338 -0.0069
C -0.341 -3.682 -0.517 -0.0845
O -0.499 -4.989 -1.221 -0.0843
C -0.245 -3.767 1.150 0.0615
C -0.062 -2.386 2.077 -0.1075
C 0.066 -2.384 3.716 -0.1056
C -0.002 -0.970 1.238 0.0148
C -0.095 -0.892 -0.403 0.0328
C 0.025 0.702 -0.755 -0.2242
O -0.369 1.442 -1.793 -0.0063
N 0.704 1.343 0.474 -0.0553
C 2.183 1.204 0.180 -0.1708
C 3.055 2.591 0.469 -0.1632
C 2.214 3.743 1.277 -0.2693
N 1.133 4.431 0.433 -0.0349
C 0.193 0.586 1.716 -0.1960
O -0.032 1.147 2.915 -0.0212
H -4.594 -3.133 -0.722 0.1034
H -4.927 -1.307 -1.377 0.1070
H -3.341 -1.726 -0.285 0.1028
H -3.659 -0.564 -3.433 0.1298
H -2.765 -0.255 -1.803 0.1184
H -0.944 -0.079 -3.833 0.1156
H -1.762 -1.572 -4.638 0.1126
H -0.568 -3.206 -3.372 0.1274
H 0.778 -1.837 -3.350 0.1275
H 0.311 -5.578 -1.021 0.1121
H -0.310 -4.775 1.748 0.0957
H -0.189 -1.323 4.191 0.0932
H 1.197 -2.603 4.028 0.0890
H -0.566 -3.263 4.159 0.0809
H 2.295 1.018 -0.994 0.1383
H 2.686 0.272 0.714 0.1353
H 3.453 3.038 -0.537 0.1109
H 4.005 2.230 1.091 0.1117
H 1.759 3.250 2.259 0.1101
H 2.968 4.613 1.590 0.1006
H 0.925 3.849 -0.412 0.0505
H 0.250 4.387 1.011 0.0391
C -2.540 7.717 1.999 -0.0269
C -2.307 6.519 1.117 -0.4764
O -1.352 5.766 1.302 0.0423
C -3.287 6.279 0.000 -0.0245
H -1.755 7.764 2.761 0.0850
H -2.504 8.631 1.401 0.0854
H -3.508 7.627 2.499 0.0841
H -3.283 7.129 -0.686 0.0856
H -4.288 6.125 0.411 0.0843
H -2.993 5.380 -0.553 0.0856
C 5.899 5.282 4.970 -0.0306
C 4.510 5.323 4.391 -0.4892
O 4.301 5.767 3.263 0.0414
C 3.386 4.799 5.245 -0.0257
H 6.608 5.692 4.242 0.0841
H 5.940 5.888 5.878 0.0843
H 6.180 4.249 5.188 0.0841
H 3.316 5.384 6.165 0.0843
H 3.556 3.745 5.476 0.0859
H 2.442 4.891 4.698 0.0834
C -4.076 -4.544 -7.713 -0.0297
C -3.688 -3.292 -6.972 -0.4906
O -2.679 -2.657 -7.276 0.0451
C -4.581 -2.848 -5.845 -0.0223
H -3.341 -4.743 -8.499 0.0840
H -4.092 -5.393 -7.025 0.0860
H -5.057 -4.411 -8.177 0.0848
H -4.619 -3.621 -5.074 0.0904
H -5.584 -2.640 -6.225 0.0871
H -4.177 -1.931 -5.402 0.0651
C 2.290 -6.275 2.667 -0.0305
C 2.709 -6.491 1.238 -0.4875
O 1.939 -6.979 0.412 0.0395
C 4.109 -6.087 0.857 -0.0225
H 1.256 -6.612 2.796 0.0809
H 2.933 -6.854 3.335 0.0883
H 2.344 -5.212 2.914 0.0785
H 4.833 -6.658 1.444 0.0877
H 4.244 -5.016 1.023 0.0885
H 4.272 -6.301 -0.205 0.0869
```

As for the SMILES: COCCCc1c(O)cc(C)c2c1C(=O)N(CCCN)C2=O.CC(C)=O.CC(C)=O.CC(C)=O.CC(C)=O. As for the HOMO-LUMO gap: 6.94 eV. Its HOMO energy is -0.2958 Ha. The relative energy (zero: lowest compared OMol25 entry of this formula, charge and spin) is 1115.0 kJ/mol.

No. 5
C28H46N8PS4Y as an isolated structure. Source: OMol25; level of theory: the ωB97M-V functional and the def2-TZVPD basis.

```
88
Properties=species:S:1:pos:R:3:lowdin_charge:R:1
Y -0.769 0.203 0.863 1.0459
C -3.278 -0.801 3.495 -0.4579
C -2.153 -0.521 4.483 -0.4297
S -0.754 0.420 3.784 0.7965
C 0.709 -0.517 4.287 -0.4692
C 0.793 -1.946 3.774 -0.4442
S 0.611 -2.078 1.962 0.7879
C -0.669 -3.354 1.731 -0.4998
C -2.006 -3.094 2.407 -0.4526
S -2.783 -1.523 1.901 0.8552
H -4.014 -1.474 3.938 0.1119
H -3.811 0.111 3.227 0.0643
H -2.556 0.068 5.307 0.1058
H -1.757 -1.436 4.921 0.0825
H 1.545 0.084 3.924 0.0870
H 0.769 -0.507 5.376 0.1123
H 1.768 -2.363 4.023 0.1018
H 0.043 -2.590 4.231 0.0820
H -0.792 -3.413 0.647 0.0618
H -0.266 -4.313 2.059 0.1028
H -2.696 -3.899 2.154 0.1051
H -1.915 -3.083 3.491 0.0789
C -5.301 3.695 2.996 -0.0070
C -4.054 3.236 3.407 -0.0344
C -3.264 2.519 2.527 -0.0760
C -3.714 2.275 1.229 -0.2616
C -4.961 2.749 0.809 0.0086
C -5.750 3.449 1.701 -0.0183
N -2.850 1.569 0.347 -0.0127
N -3.100 1.758 -0.862 0.1078
C -2.259 1.161 -1.823 -0.2992
C -2.679 1.261 -3.137 0.0527
C -1.852 0.775 -4.139 0.0230
C -0.624 0.230 -3.789 -0.0135
C -0.282 0.161 -2.452 -0.1201
N -1.082 0.608 -1.468 -0.0283
H -5.923 4.252 3.684 0.1321
H -3.694 3.457 4.403 0.1262
H -2.266 2.224 2.823 0.0214
H -5.316 2.544 -0.191 0.1195
H -6.723 3.804 1.391 0.1307
H -3.631 1.728 -3.349 0.1417
H -2.153 0.842 -5.176 0.1414
H 0.067 -0.118 -4.544 0.1249
H 0.678 -0.241 -2.147 0.0875
C 2.814 -4.586 -4.197 -0.0916
N 1.718 -5.279 -3.364 -0.0651
C 2.410 -6.198 -2.334 -0.0888
N 3.323 -5.453 -1.547 -0.1415
C 4.333 -4.815 -2.391 -0.1260
N 3.715 -3.896 -3.348 -0.1423
C 3.134 -2.724 -2.700 -0.3160
P 1.765 -3.154 -1.505 0.9941
C 0.834 -4.274 -2.685 -0.2694
C 2.682 -4.520 -0.626 -0.3150
H 2.310 -3.915 -4.892 0.1484
H 3.321 -5.377 -4.749 0.1574
H 1.152 -5.860 -3.987 0.1901
H 2.926 -6.964 -2.914 0.1574
H 1.623 -6.654 -1.735 0.1498
H 4.878 -5.584 -2.938 0.1522
H 5.040 -4.271 -1.767 0.1462
H 2.776 -2.021 -3.455 0.0912
H 3.925 -2.217 -2.143 0.1017
H 0.345 -3.682 -3.460 0.0967
H 0.061 -4.828 -2.150 0.0988
H 2.002 -5.061 0.035 0.0932
H 3.450 -4.070 0.006 0.1023
C 4.624 4.554 0.133 -0.0586
C 3.188 4.732 -0.323 -0.2028
N 2.327 3.778 0.419 0.0346
C 1.026 3.574 0.397 -0.6970
S 0.404 2.446 1.619 0.5979
N 0.133 4.189 -0.360 0.0351
C 0.251 5.324 -1.308 -0.1950
C -0.314 6.597 -0.707 -0.0522
H 5.291 5.077 -0.549 0.0974
H 4.913 3.501 0.129 0.0843
H 4.779 4.964 1.130 0.0944
H 3.094 4.541 -1.391 0.1209
H 2.847 5.746 -0.109 0.1287
H 2.817 3.237 1.117 0.1186
H -0.819 3.985 -0.091 0.1130
H -0.294 5.031 -2.206 0.1251
H 1.287 5.446 -1.593 0.0887
H -1.359 6.471 -0.419 0.0841
H -0.269 7.399 -1.442 0.0975
H 0.252 6.906 0.171 0.0870
```

The net charge is +4. As for the HOMO-LUMO gap: 6.90 eV. Its HOMO energy is -0.6724 Ha. The relative energy (zero: lowest compared OMol25 entry of this formula, charge and spin) is 72.7 kJ/mol.